9 unconnected molecules or ions with the total composition C38H100N6O13. Source: OMol25; level of theory: ωB97M-V/def2-TZVPD.

Element x y z (Å)
C (-0.71, 3.28, 0.80)
C (-0.61, 4.27, -0.33)
O (-1.63, 4.30, -1.20)
H (-1.74, 2.94, 0.84)
H (-0.61, 3.73, 1.79)
H (0.02, 2.47, 0.69)
H (0.27, 3.95, -0.90)
H (-0.34, 5.30, -0.08)
H (-1.28, 4.35, -2.10)
C (-5.34, -3.25, 1.09)
C (-6.28, -3.94, 0.07)
O (-6.98, -4.91, 0.81)
H (-5.71, -3.17, 2.11)
H (-5.38, -2.20, 0.78)
H (-4.31, -3.58, 1.12)
H (-5.65, -4.35, -0.72)
H (-7.02, -3.24, -0.33)
H (-6.40, -5.50, 1.28)
C (-1.73, -6.30, -1.20)
C (-2.19, -5.93, -2.58)
O (-2.41, -4.52, -2.64)
H (-0.88, -5.73, -0.80)
H (-1.40, -7.34, -1.26)
H (-2.47, -6.17, -0.41)
H (-3.04, -6.56, -2.84)
H (-1.35, -5.98, -3.27)
H (-2.80, -4.14, -3.43)
C (3.04, -4.69, 3.13)
O (3.13, -5.22, 1.79)
C (3.86, -4.37, 0.92)
C (3.43, -4.76, -0.59)
N (3.96, -5.96, -1.26)
C (5.31, -5.60, -1.74)
C (5.95, -6.68, -2.63)
O (7.30, -6.33, -2.99)
C (7.59, -6.63, -4.36)
H (2.05, -5.05, 3.40)
H (2.90, -3.61, 3.08)
H (3.95, -4.91, 3.69)
H (4.93, -4.43, 1.13)
H (3.60, -3.32, 0.99)
H (3.53, -3.81, -1.12)
H (2.35, -4.85, -0.62)
H (4.21, -6.66, -0.58)
H (5.95, -5.12, -1.00)
H (5.18, -4.79, -2.46)
H (5.24, -6.88, -3.43)
H (6.06, -7.64, -2.12)
H (7.58, -7.72, -4.42)
H (8.42, -6.11, -4.83)
H (6.79, -6.23, -4.98)
C (-1.36, 7.81, -1.87)
O (-0.19, 7.99, -2.62)
C (0.22, 6.87, -3.39)
C (-0.72, 6.21, -4.44)
N (-0.94, 4.84, -4.10)
C (-1.62, 4.01, -5.05)
C (-1.29, 2.45, -5.00)
O (-0.02, 2.32, -5.67)
C (0.34, 0.99, -5.72)
H (-2.24, 7.29, -2.26)
H (-1.80, 8.79, -1.69)
H (-1.11, 7.45, -0.88)
H (0.57, 6.11, -2.69)
H (1.15, 7.18, -3.87)
H (-0.48, 6.27, -5.50)
H (-1.64, 6.79, -4.38)
H (-0.06, 4.36, -4.05)
H (-1.49, 4.30, -6.09)
H (-2.67, 4.29, -4.96)
H (-2.10, 1.83, -5.39)
H (-1.12, 2.18, -3.95)
H (-0.35, 0.23, -6.08)
H (0.67, 0.60, -4.76)
H (1.17, 0.94, -6.42)
C (-0.18, -3.48, 3.24)
O (0.50, -2.41, 3.91)
C (-0.02, -1.05, 3.69)
C (0.39, -0.10, 4.72)
N (1.86, -0.25, 4.93)
C (2.57, 0.37, 3.81)
C (4.05, -0.04, 3.92)
O (4.22, -1.36, 3.55)
C (5.55, -1.84, 3.68)
H (-1.22, -3.30, 2.96)
H (-0.08, -4.35, 3.89)
H (0.30, -3.69, 2.28)
H (-1.11, -1.10, 3.66)
H (0.28, -0.79, 2.67)
H (-0.08, -0.40, 5.66)
H (0.02, 0.92, 4.59)
H (1.92, -1.25, 4.86)
H (2.43, 1.45, 3.81)
H (2.16, -0.01, 2.87)
H (4.40, 0.11, 4.94)
H (4.64, 0.67, 3.33)
H (5.33, -2.88, 3.91)
H (5.97, -1.32, 4.54)
H (6.20, -1.73, 2.81)
C (-4.06, 3.78, 8.01)
O (-3.58, 2.82, 7.00)
C (-3.22, 3.46, 5.78)
C (-2.65, 2.40, 4.84)
N (-3.65, 1.43, 4.33)
C (-4.46, 2.01, 3.25)
C (-5.66, 1.01, 2.99)
O (-6.75, 1.17, 3.88)
C (-7.76, 0.12, 3.85)
H (-4.85, 4.36, 7.53)
H (-3.23, 4.29, 8.49)
H (-4.65, 3.22, 8.74)
H (-2.44, 4.21, 5.93)
H (-4.13, 3.98, 5.47)
H (-2.03, 1.72, 5.42)
H (-2.06, 2.87, 4.05)
H (-4.16, 0.87, 4.99)
H (-3.97, 2.34, 2.33)
H (-4.83, 2.98, 3.56)
H (-5.18, 0.04, 2.99)
H (-5.91, 1.20, 1.95)
H (-7.28, -0.85, 3.85)
H (-8.39, 0.32, 2.98)
H (-8.44, 0.16, 4.71)
C (0.93, -0.81, -0.21)
C (-0.43, -1.51, -0.54)
C (-1.49, -0.63, -1.18)
O (-1.81, 0.34, -0.16)
C (-2.84, 0.03, 0.65)
N (-0.12, -2.63, -1.44)
H (1.36, -1.48, 0.53)
H (0.79, 0.13, 0.31)
H (1.61, -0.65, -1.05)
H (-0.71, -1.99, 0.40)
H (-2.35, -1.26, -1.41)
H (-1.28, -0.21, -2.16)
H (-3.02, -1.01, 0.93)
H (-3.77, 0.21, 0.12)
H (-2.80, 0.59, 1.58)
H (-0.16, -2.50, -2.44)
H (-0.72, -3.43, -1.28)
C (4.84, 4.91, -5.60)
C (3.71, 4.66, -4.61)
C (3.52, 3.28, -3.80)
O (2.18, 3.20, -3.34)
C (2.12, 2.00, -2.52)
N (3.51, 5.88, -3.84)
H (4.67, 5.82, -6.18)
H (4.97, 4.00, -6.18)
H (5.65, 5.02, -4.87)
H (2.81, 4.61, -5.23)
H (4.24, 3.26, -2.99)
H (3.67, 2.44, -4.49)
H (2.50, 2.05, -1.50)
H (2.44, 1.11, -3.06)
H (1.03, 1.87, -2.52)
H (4.27, 6.21, -3.27)
H (2.64, 5.87, -3.32)

Computed properties:
E_tot, eV: -76572.893
Structure (SMILES): COC[C@H](C)N.COC[C@H](C)N.COCCNCCOC.COCCNCCOC.COCCNCCOC.COCCNCCOC.CCO.CCO.CCO
Energy relative to the best compared isomer or geometry (same formula, charge and spin), kcal/mol: 231.6
Spin multiplicity: 1

***

C5H9NOS in the gas phase. Source: OMol25; level of theory: ωB97M-V/def2-TZVPD.

Element x y z (Å)
C (0.56, -1.63, -1.65)
C (-0.05, -1.23, -0.32)
C (0.51, -1.45, 1.04)
C (-0.13, 0.88, 0.97)
C (-0.19, 2.11, 0.07)
H (0.28, -0.91, -2.40)
H (0.12, -2.57, -2.00)
H (1.74, -1.71, -1.70)
H (-1.17, -1.12, -0.39)
H (1.50, -1.91, 1.15)
H (-0.17, -1.54, 1.87)
H (0.15, 1.75, -0.92)
H (0.55, 2.83, 0.44)
H (-1.91, 2.84, 1.32)
N (0.62, -0.15, 0.44)
O (-0.60, 0.89, 2.09)
S (-1.82, 2.92, -0.02)

Computed properties:
E_tot, eV: -19702.601
Structure (SMILES): C[C@H]1CN1C(=O)CS
Energy relative to the best compared isomer or geometry (same formula, charge and spin), kcal/mol: 39.3
Spin multiplicity: 1

***

2 unconnected molecules or ions with the total composition C5H15N3. Source: OMol25; level of theory: ωB97M-V/def2-TZVPD.

Element x y z (Å)
C (1.05, 0.13, -1.10)
C (1.96, 1.33, 0.85)
C (1.37, -0.16, -2.56)
N (2.18, 0.81, -0.49)
N (0.61, -1.11, -0.46)
H (3.01, 0.22, -0.51)
H (0.20, 0.82, -1.04)
H (0.48, -0.97, 0.56)
H (1.31, -1.84, -0.58)
H (2.82, 1.93, 1.13)
H (1.08, 1.96, 0.83)
H (1.81, 0.55, 1.62)
H (0.52, -0.62, -3.04)
H (2.22, -0.83, -2.64)
H (1.62, 0.77, -3.07)
C (-3.52, -0.09, 1.89)
C (-2.30, -0.53, 1.14)
N (-2.32, -0.91, -0.05)
H (-1.34, -1.10, -0.45)
H (-1.33, -0.42, 1.72)
H (-4.39, -0.18, 1.25)
H (-3.65, -0.72, 2.77)
H (-3.41, 0.94, 2.22)

Computed properties:
E_tot, eV: -9897.902
Structure (SMILES): CN[C@@H](C)N.[H]/N=C/C
Energy relative to the best compared isomer or geometry (same formula, charge and spin), kcal/mol: 28.8
Spin multiplicity: 1

***

A gas-phase ion, C11H10N3O (charge +1). Source: OMol25; level of theory: ωB97M-V/def2-TZVPD.

Element x y z (Å)
C (1.29, 2.58, 0.24)
C (2.49, 1.95, 0.54)
C (-1.74, 2.49, -0.65)
C (-0.85, 1.45, -0.48)
C (0.50, 1.56, -0.24)
C (-1.76, 0.32, -0.40)
C (-1.41, -0.98, -0.02)
C (-1.72, -2.37, 0.13)
C (-0.41, -1.90, 0.20)
C (-2.70, -3.36, 0.00)
C (3.36, -0.34, 0.17)
N (-3.03, 0.74, -0.60)
N (1.14, 0.37, -0.17)
N (2.33, 0.64, 0.27)
O (-2.99, 2.09, -0.71)
H (1.19, 3.60, 0.52)
H (3.29, 2.42, 1.06)
H (-1.56, 3.61, -0.88)
H (0.54, -2.21, 0.40)
H (-3.48, -2.93, -0.59)
H (-3.06, -3.44, 1.10)
H (-2.26, -4.46, -0.26)
H (4.25, -0.19, 0.82)
H (2.85, -1.33, 0.34)
H (3.75, -0.29, -0.79)

Computed properties:
E_tot, eV: -18074.764
Net charge: +1
Energy relative to the best compared isomer or geometry (same formula, charge and spin), kcal/mol: 72.7
Spin multiplicity: 1

***

C22H27N3O2S in the gas phase. Source: OMol25; level of theory: ωB97M-V/def2-TZVPD.

Element x y z (Å)
C (-3.32, -4.63, 1.55)
C (-2.76, -4.39, 0.15)
O (-3.61, -3.60, -0.65)
C (-3.67, -2.25, -0.46)
C (-4.62, -1.58, -1.24)
C (-4.76, -0.22, -1.16)
C (-3.94, 0.53, -0.31)
C (-3.02, -0.14, 0.48)
C (-2.87, -1.52, 0.41)
H (-2.14, -1.99, 1.04)
H (-2.42, 0.42, 1.19)
N (-4.10, 1.92, -0.24)
C (-3.18, 2.83, 0.21)
N (-1.89, 2.67, -0.15)
C (-0.86, 3.51, 0.42)
C (0.34, 2.64, 0.81)
H (1.12, 3.28, 1.24)
C (0.87, 1.89, -0.41)
N (1.98, 1.04, -0.05)
C (3.17, 1.06, -0.70)
O (3.41, 1.84, -1.60)
C (4.13, 0.03, -0.21)
C (3.70, -1.29, -0.11)
C (4.56, -2.29, 0.30)
C (5.87, -1.97, 0.64)
C (6.30, -0.66, 0.54)
C (5.45, 0.35, 0.12)
C (5.94, 1.77, 0.04)
H (5.47, 2.37, 0.82)
H (7.02, 1.81, 0.15)
H (5.66, 2.20, -0.92)
H (7.32, -0.42, 0.80)
H (6.55, -2.74, 0.96)
H (4.22, -3.31, 0.36)
H (2.69, -1.54, -0.40)
H (1.84, 0.37, 0.69)
C (-0.26, 1.08, -1.04)
C (-1.45, 1.98, -1.34)
H (-2.27, 1.40, -1.76)
H (-1.15, 2.73, -2.08)
H (0.09, 0.62, -1.97)
H (-0.56, 0.28, -0.36)
H (1.27, 2.60, -1.14)
H (0.03, 1.92, 1.58)
H (-1.27, 4.02, 1.30)
H (-0.54, 4.27, -0.31)
S (-3.72, 4.10, 1.12)
H (-5.06, 2.24, -0.15)
H (-5.50, 0.29, -1.76)
H (-5.25, -2.17, -1.89)
H (-2.69, -5.34, -0.38)
H (-1.75, -3.95, 0.20)
H (-4.30, -5.10, 1.48)
H (-3.43, -3.69, 2.09)
H (-2.66, -5.28, 2.11)

Computed properties:
E_tot, eV: -42653.947
Structure (SMILES): CCOc1ccc(NC(=S)N2CCC(NC(=O)c3ccccc3C)CC2)cc1
Energy relative to the best compared isomer or geometry (same formula, charge and spin), kcal/mol: 18.6
Spin multiplicity: 1

***

A molecular structure, C12H24Br12. Source: OMol25; level of theory: ωB97M-V/def2-TZVPD.

Element x y z (Å)
Br (-0.35, 1.84, -4.20)
C (-0.01, 3.15, -2.71)
C (1.11, 2.51, -1.89)
Br (1.62, 3.74, -0.39)
H (-0.96, 3.43, -2.26)
H (0.40, 4.07, -3.13)
H (1.99, 2.15, -2.43)
H (0.78, 1.54, -1.52)
Br (0.24, -0.85, 3.15)
C (-1.39, -0.33, 4.11)
C (-1.00, 0.74, 5.17)
Br (-2.61, 1.46, 6.02)
H (-1.90, -1.13, 4.65)
H (-2.00, 0.17, 3.36)
H (-0.45, 1.61, 4.80)
H (-0.44, 0.33, 6.00)
Br (1.22, 0.92, -0.44)
C (1.50, -0.19, 1.15)
C (0.84, -1.54, 0.97)
Br (-1.21, -1.35, 0.88)
H (1.04, 0.45, 1.90)
H (2.59, -0.19, 1.25)
H (1.04, -2.35, 1.67)
H (1.04, -1.98, 0.00)
Br (0.69, -0.67, -3.25)
C (-0.60, -1.14, -1.76)
C (-2.06, -0.95, -2.27)
Br (-3.16, -1.17, -0.66)
H (-0.41, -0.49, -0.90)
H (-0.38, -2.12, -1.35)
H (-2.34, -1.69, -3.01)
H (-2.28, 0.00, -2.76)
Br (-1.33, 2.00, -0.47)
C (-0.91, 1.75, 1.43)
C (0.15, 2.70, 1.93)
Br (0.74, 2.27, 3.77)
H (-0.47, 0.76, 1.55)
H (-1.89, 1.86, 1.91)
H (0.02, 3.76, 1.70)
H (0.98, 2.48, 1.27)
Br (0.39, -3.49, -5.07)
C (0.54, -3.58, -3.13)
C (2.00, -3.34, -2.76)
Br (2.04, -3.05, -0.76)
H (0.25, -4.55, -2.75)
H (-0.13, -2.97, -2.52)
H (2.37, -2.42, -3.24)
H (2.70, -4.14, -3.00)

Computed properties:
E_tot, eV: -853324.557
Energy relative to the best compared isomer or geometry (same formula, charge and spin), kcal/mol: 456.6
Spin multiplicity: 1

***

2 unconnected molecules or ions with the total composition C6H11NO3. Source: OMol25; level of theory: ωB97M-V/def2-TZVPD.

Element x y z (Å)
C (2.68, 1.09, 0.80)
C (1.18, 1.22, 0.76)
N (0.48, 0.10, 1.42)
O (0.56, 2.23, 0.51)
H (-0.44, 0.36, 1.77)
H (1.04, -0.54, 1.96)
H (3.00, 0.08, 0.56)
H (3.11, 1.77, 0.07)
H (3.04, 1.36, 1.80)
C (-2.08, 0.39, -0.59)
C (0.09, -1.01, -0.29)
C (-1.36, -0.93, -0.66)
C (-1.95, -2.05, -1.08)
O (0.90, 0.08, -1.10)
O (0.69, -2.04, -0.11)
H (0.33, 0.72, -1.55)
H (-2.56, 0.61, -1.54)
H (-2.86, 0.37, 0.17)
H (-1.46, 1.25, -0.37)
H (-1.40, -2.98, -1.16)
H (-2.99, -2.07, -1.36)

Computed properties:
E_tot, eV: -14031.575
Structure (SMILES): C=C(C)C(=O)O.CC(N)=O
Energy relative to the best compared isomer or geometry (same formula, charge and spin), kcal/mol: 62.3
Spin multiplicity: 1

***

C4H4N2O in the gas phase. Source: OMol25; level of theory: ωB97M-V/def2-TZVPD.

Element x y z (Å)
O (2.39, -0.87, -0.05)
C (1.23, -0.53, -0.03)
C (0.82, 0.94, -0.01)
C (-0.63, 1.34, 0.01)
N (-1.41, 0.26, 0.03)
C (-0.99, -1.09, 0.02)
N (0.20, -1.51, -0.02)
H (1.31, 1.43, 0.84)
H (1.29, 1.45, -0.87)
H (-2.41, 0.40, 0.06)
H (-1.82, -1.80, 0.03)

Computed properties:
E_tot, eV: -9238.107
Energy relative to the best compared isomer or geometry (same formula, charge and spin), kcal/mol: 54.9
Spin multiplicity: 1

***

The calculation returns the following HOMO-LUMO gap values, one per record and in order: 8.688, 10.014, 9.645, 7.427, 8.257, 7.760, 10.714, 8.316 eV.